# 1
Entry from the Open Molecules 2025 dataset: C32H51CeN2O2P2 as an isolated structure in a non-equilibrium geometry (the ωB97M-V functional and the def2-TZVPD basis).

Results
E_LUMO: -11.59 eV
E_HOMO: -16.66 eV

Geometry as ORCA input:
```
! RIJCOSX wB97M-V def2-TZVPD def2/J DEFGRID3
* xyz 3 1
C -1.904 -1.995 -1.501
C 0.196 -1.699 -2.561
C -2.305 -2.889 -2.501
C -0.173 -2.574 -3.596
C -1.424 -3.192 -3.552
H -3.307 -3.326 -2.464
H 0.521 -2.756 -4.421
H -1.726 -3.887 -4.342
N -0.652 -1.453 -1.518
P -2.402 0.249 0.074
P 2.172 -0.685 -0.839
C -2.832 -1.525 -0.410
H -3.885 -1.679 -0.702
H -2.648 -2.102 0.517
C 0.434 1.426 1.223
O 0.730 2.317 1.932
C 1.431 -0.852 -2.585
H 2.137 -1.195 -3.355
C 3.613 0.584 -1.057
C 2.889 -2.412 -0.429
C -3.203 1.354 -1.270
C -3.330 0.487 1.732
C 3.212 1.934 -0.422
H 3.288 1.894 0.675
H 3.918 2.702 -0.789
H 2.190 2.243 -0.678
C 4.866 0.103 -0.295
H 4.682 0.051 0.791
H 5.238 -0.874 -0.641
H 5.672 0.841 -0.461
C 3.949 0.802 -2.547
H 4.988 1.173 -2.627
H 3.878 -0.124 -3.140
H 3.293 1.562 -3.002
C 3.505 -2.383 0.989
H 3.148 -1.511 1.557
H 3.183 -3.293 1.529
H 4.604 -2.372 0.979
C 1.720 -3.424 -0.399
H 0.819 -3.001 0.069
H 1.460 -3.787 -1.406
H 2.038 -4.297 0.201
C 3.915 -2.906 -1.468
H 4.039 -2.180 -2.291
H 4.905 -3.107 -1.030
H 3.550 -3.851 -1.911
C -3.060 1.915 2.251
H -3.006 1.887 3.355
H -2.096 2.299 1.876
H -3.855 2.625 1.973
C -2.750 -0.502 2.761
H -2.721 -1.537 2.383
H -1.731 -0.219 3.063
H -3.399 -0.490 3.656
C -4.845 0.218 1.618
H -5.165 -0.373 2.496
H -5.450 1.135 1.596
H -5.083 -0.379 0.720
C -2.498 1.041 -2.608
H -3.217 0.864 -3.426
H -1.880 1.914 -2.888
H -1.828 0.174 -2.513
C -2.883 2.819 -0.892
H -1.839 2.892 -0.542
H -3.000 3.451 -1.793
H -3.558 3.210 -0.115
C -4.716 1.158 -1.475
H -4.966 0.118 -1.747
H -5.307 1.443 -0.590
H -5.042 1.805 -2.311
Ce 0.000 0.000 0.000
N 0.247 1.146 -1.808
C 0.857 0.604 -2.794
C 0.992 1.250 -4.129
C 1.003 2.663 -4.188
C 1.099 0.531 -5.339
C 1.122 3.329 -5.409
H 0.913 3.207 -3.242
C 1.214 1.201 -6.566
H 1.084 -0.563 -5.333
C 1.228 2.601 -6.607
H 1.133 4.425 -5.432
H 1.292 0.623 -7.494
H 1.321 3.124 -7.565
C 0.922 -1.154 2.852
O -0.108 -1.358 1.921
H 0.484 -0.817 3.813
H 1.619 -0.373 2.508
H 1.493 -2.091 3.037
H -0.217 -2.324 1.745
*
```

=====

# 2
Entry from the Open Molecules 2025 dataset: a 3-piece molecular cluster, C29H42N2O2 overall in a non-equilibrium geometry (the ωB97M-V functional and the def2-TZVPD basis).

Results
Structure (SMILES): C=CCc1cccc2c1C(=O)c1ccccc1C2=O.CCN(CC)CC.CCN(CC)CC
E_LUMO: -0.87 eV
E_HOMO: -8.05 eV

Geometry as ORCA input:
```
! RIJCOSX wB97M-V def2-TZVPD def2/J DEFGRID3
* xyz 0 1
C -3.267 -0.180 0.995
C -3.316 -1.046 2.014
C -2.177 -1.918 2.482
C -0.819 -1.406 2.054
C -0.092 -0.708 3.014
C 1.139 -0.142 2.719
C 1.678 -0.268 1.452
C 0.981 -0.988 0.495
C -0.267 -1.574 0.773
C -0.962 -2.344 -0.301
O -2.089 -2.781 -0.174
C -0.223 -2.618 -1.580
C -0.801 -3.478 -2.507
C -0.120 -3.764 -3.678
C 1.124 -3.186 -3.925
C 1.687 -2.308 -3.020
C 1.009 -2.024 -1.836
C 1.612 -1.094 -0.853
O 2.591 -0.431 -1.132
H -2.372 0.421 0.846
H -4.040 -0.087 0.242
H -4.256 -1.174 2.548
H -2.365 -2.909 2.071
H -2.193 -1.993 3.572
H -0.522 -0.606 4.002
H 1.657 0.408 3.494
H 2.634 0.180 1.221
H -1.769 -3.911 -2.303
H -0.534 -4.440 -4.415
H 1.644 -3.435 -4.840
H 2.642 -1.828 -3.183
C -4.185 2.030 -2.727
C -5.504 2.520 -2.150
N -5.335 3.431 -1.033
C -6.565 3.683 -0.306
C -7.705 4.407 -1.034
C -4.499 4.591 -1.290
C -4.905 5.536 -2.429
H -3.567 1.573 -1.952
H -4.375 1.278 -3.495
H -3.614 2.833 -3.196
H -6.060 1.651 -1.787
H -6.106 2.953 -2.965
H -6.318 4.236 0.605
H -6.942 2.715 0.040
H -7.507 5.472 -1.147
H -8.626 4.312 -0.455
H -7.896 3.984 -2.021
H -3.484 4.238 -1.487
H -4.417 5.161 -0.361
H -5.199 4.992 -3.328
H -4.058 6.172 -2.695
H -5.723 6.196 -2.145
C 4.680 -1.534 3.724
C 5.009 -2.006 2.315
N 5.533 -0.953 1.466
C 5.584 -1.323 0.061
C 6.528 -2.456 -0.362
C 6.693 -0.247 1.980
C 7.950 -1.066 2.305
H 3.994 -0.686 3.698
H 4.201 -2.342 4.279
H 5.571 -1.242 4.280
H 4.086 -2.371 1.855
H 5.685 -2.874 2.384
H 5.820 -0.429 -0.523
H 4.569 -1.594 -0.236
H 7.571 -2.141 -0.373
H 6.280 -2.775 -1.376
H 6.438 -3.330 0.285
H 6.392 0.285 2.887
H 6.951 0.543 1.270
H 7.714 -1.984 2.844
H 8.615 -0.477 2.941
H 8.514 -1.328 1.411
*
```

=====

# 3
Entry from the Open Molecules 2025 dataset: C33H29F6FeN4O4PS2 as an isolated structure (the ωB97M-V functional and the def2-TZVPD basis).

Results
E_LUMO (alpha / beta): 1.83 / 1.79 eV
E_HOMO (alpha / beta): -2.90 / -5.55 eV

Geometry as ORCA input:
```
! RIJCOSX wB97M-V def2-TZVPD def2/J DEFGRID3
* xyz -1 6
Fe -1.151 -0.163 0.749
C 1.044 -0.050 4.009
C -0.419 0.197 3.952
N -1.181 0.143 2.881
C -2.469 0.400 3.285
C -2.483 0.619 4.632
N -1.176 0.492 5.030
C -3.531 0.931 5.629
O -4.764 1.006 5.186
O -3.222 1.095 6.792
C -3.581 0.338 2.282
O -4.735 0.581 2.675
O -3.227 0.052 1.107
H 1.395 -0.365 3.032
H 1.266 -0.842 4.726
H 1.577 0.858 4.297
H -0.878 0.613 5.985
H -4.821 0.808 4.182
C -2.923 -1.677 -1.703
C -2.237 -0.472 -2.261
C -2.085 -0.323 -3.665
C -1.336 0.701 -4.157
C -0.807 1.670 -3.273
C -0.010 2.757 -3.698
C 0.428 3.678 -2.788
C 0.024 3.598 -1.442
C -0.754 2.560 -1.006
S -1.461 2.489 0.615
C -1.113 1.520 -1.906
N -1.741 0.409 -1.421
H -3.574 -2.126 -2.453
H -3.501 -1.408 -0.819
H -2.193 -2.427 -1.399
H -2.523 -1.068 -4.316
H -1.143 0.795 -5.220
H 0.247 2.838 -4.747
H 1.059 4.500 -3.101
H 0.313 4.373 -0.741
C 0.893 -3.661 -2.779
C 1.933 -2.695 -3.364
C 3.088 -3.522 -3.931
C 1.304 -1.904 -4.517
C 2.386 -1.726 -2.271
C 3.727 -1.582 -1.909
C 4.103 -0.706 -0.898
C 3.127 0.007 -0.234
S 3.321 1.172 1.041
C 1.562 1.443 1.051
N 0.889 0.576 0.251
C 1.766 -0.140 -0.544
C 1.422 -0.983 -1.599
C 1.075 2.532 1.811
C 1.930 3.153 2.771
C 1.536 4.224 3.534
C 0.261 4.780 3.394
C -0.589 4.225 2.448
C -0.214 3.136 1.675
H 0.566 -4.374 -3.541
H 0.013 -3.134 -2.408
H 1.308 -4.217 -1.937
H 2.707 -4.195 -4.703
H 3.562 -4.132 -3.159
H 3.851 -2.890 -4.388
H 0.960 -2.585 -5.302
H 2.030 -1.214 -4.952
H 0.448 -1.322 -4.175
H 4.496 -2.151 -2.409
H 5.146 -0.591 -0.632
H 0.380 -1.093 -1.867
H 2.923 2.751 2.933
H 2.230 4.634 4.258
H -0.058 5.616 4.001
H -1.579 4.637 2.295
F -0.194 -2.097 0.308
P -0.692 -3.357 1.332
F -1.208 -4.502 2.307
F 0.655 -4.135 0.975
F -1.421 -4.039 0.067
F 0.060 -2.597 2.537
F -2.018 -2.448 1.598
*
```